{
  "formula": "C18H16AlN3O5S3",
  "method": "the ωB97M-V functional and the def2-TZVPD basis",
  "multiplicity": 1,
  "lumo_ev": -0.518,
  "e_homo_ev": -8.1,
  "homo_lumo_gap_ev": 7.588,
  "energy_ha": -2673.256261,
  "e_above_lowest_ev": 0.000,
  "symbols": ["C", "C", "O", "H", "O", "H", "C", "C", "N", "C", "C", "C", "H", "S", "C", "C", "C", "H", "C", "N", "H", "C", "Al", "C", "H", "H", "C", "H", "C", "O", "H", "H", "O", "H", "H", "C", "O", "S", "N", "H", "S", "H", "H", "C", "C", "H"],
  "coordinates": [[-0.73, -0.23, 2.12], [-3.42, -3.00, -0.43], [1.57, 3.11, 1.42], [3.30, -1.20, 1.79], [1.45, 0.23, -0.46], [-3.81, 3.76, -0.36], [3.77, 0.06, 0.10], [-3.08, -0.49, 1.34], [-2.11, -1.26, 0.74], [4.92, 0.41, -0.82], [-1.21, -2.38, -1.20], [0.48, 3.85, 1.54], [-0.49, -3.42, -2.92], [-4.67, -0.29, 0.96], [2.56, -0.44, -0.70], [-1.30, 1.53, -0.66], [-2.47, -4.07, -2.37], [4.98, -0.63, 1.75], [4.15, -0.98, 1.14], [-0.39, 2.11, 0.14], [-0.31, -1.80, -1.08], [-2.84, 3.30, -0.22], [1.36, 1.42, 0.85], [-1.32, -3.30, -2.23], [5.80, 0.69, -0.24], [-2.54, -4.79, -3.18], [-0.67, 3.28, 0.73], [5.15, -0.46, -1.43], [-1.89, 3.91, 0.59], [3.27, 1.27, 0.77], [3.93, 1.70, 1.32], [-4.22, -2.89, 0.27], [2.67, -1.38, -1.46], [-3.26, 1.61, -1.50], [-1.01, 0.59, -1.11], [-3.51, -3.92, -1.47], [0.37, 4.86, 2.18], [-2.28, 0.43, 2.58], [-0.81, -1.09, 1.17], [4.65, 1.24, -1.48], [0.78, 0.33, 2.80], [-2.06, 4.84, 1.10], [-4.40, -4.52, -1.56], [-2.53, 2.11, -0.86], [-2.27, -2.22, -0.31], [4.44, -1.90, 0.64]]
}

{
  "formula": "C18H16BiI2LaO4S",
  "method": "the ωB97M-V functional and the def2-TZVPD basis",
  "multiplicity": 1,
  "lumo_ev": [-17.608, -17.566],
  "e_homo_ev": [-20.8, -20.7],
  "homo_lumo_gap_ev": [3.187, 3.112],
  "total_charge": 4,
  "energy_ha": -2234.550970,
  "symbols": ["Bi", "H", "H", "H", "C", "C", "H", "C", "H", "O", "C", "H", "H", "C", "H", "C", "C", "S", "C", "H", "La", "I", "C", "O", "C", "H", "C", "C", "C", "O", "H", "H", "H", "C", "C", "C", "I", "H", "H", "H", "C", "O", "C"],
  "coordinates": [[0.87, 1.88, -0.28], [-1.56, -0.19, 0.52], [3.04, 0.17, 2.05], [-1.78, -0.05, 4.84], [0.06, 1.26, -4.75], [2.23, 0.03, 5.37], [0.22, 0.04, 6.18], [-1.85, -0.01, -3.68], [-0.23, -2.17, -4.18], [-1.62, 4.00, 2.15], [-1.09, -2.94, -1.23], [1.18, -1.29, -4.83], [4.11, 0.00, 4.29], [-0.37, 0.00, -4.01], [-2.91, -0.31, 2.63], [0.85, 0.05, 5.29], [0.09, -1.27, -4.72], [0.65, 0.02, -2.23], [-1.83, -0.17, 2.69], [-0.26, 2.17, -4.24], [0.79, -1.67, -0.08], [3.66, 2.23, -0.18], [0.29, 0.29, 1.58], [-1.94, -3.51, -1.76], [-1.27, 3.17, -1.70], [-0.39, 1.25, -5.76], [2.42, 0.12, 2.95], [3.02, 0.04, 4.20], [-0.85, 3.52, 1.46], [-1.71, -4.13, 1.67], [2.71, 0.00, 6.35], [1.15, 1.29, -4.86], [-2.15, 0.87, -3.11], [-1.20, -0.05, 3.91], [-0.93, -3.45, 1.17], [0.21, 0.07, 4.03], [3.53, -2.77, -0.34], [-0.36, -1.30, -5.73], [-2.12, -0.91, -3.11], [-2.41, -0.02, -4.63], [1.00, 0.17, 2.83], [-2.18, 3.62, -2.23], [-1.06, -0.05, 1.50]]
}

{
  "formula": "C18H16BrCl27O6",
  "method": "the ωB97M-V functional and the def2-TZVPD basis",
  "multiplicity": 1,
  "lumo_ev": -2.262,
  "e_homo_ev": -10.0,
  "homo_lumo_gap_ev": 7.696,
  "smiles": "O=C(O)CC1=C(COO)C(=O)C(Br)=CC1=O.ClC(Cl)Cl.ClC(Cl)Cl.ClC(Cl)Cl.ClC(Cl)Cl.ClC(Cl)Cl.ClC(Cl)Cl.ClC(Cl)Cl.ClC(Cl)Cl.ClC(Cl)Cl",
  "energy_ha": -16145.662054,
  "symbols": ["Cl", "C", "C", "Cl", "C", "Cl", "Cl", "Cl", "H", "C", "H", "C", "H", "Cl", "H", "C", "Cl", "H", "C", "C", "H", "Cl", "O", "H", "C", "Cl", "Cl", "H", "C", "Cl", "O", "C", "Cl", "Cl", "H", "C", "O", "H", "Cl", "O", "Cl", "Cl", "O", "C", "O", "H", "Cl", "C", "Cl", "C", "Cl", "C", "Cl", "H", "C", "H", "Br", "Cl", "Cl", "Cl", "H", "Cl", "Cl", "Cl", "C", "Cl", "H", "H"],
  "coordinates": [[-8.35, 4.16, 0.84], [3.09, 1.79, -3.07], [-7.74, 4.11, -0.82], [-0.94, -4.23, 1.25], [5.10, -6.04, 2.62], [6.21, -1.97, 1.64], [-4.31, -6.65, 1.79], [4.16, -7.21, 1.67], [1.23, 5.02, -3.86], [-6.03, -6.32, 1.55], [-6.53, -7.27, 1.35], [0.87, 2.82, -1.91], [5.35, -6.50, 3.58], [-2.18, 0.70, 4.58], [-1.02, 3.65, -0.85], [2.93, 0.31, -2.40], [7.68, -3.57, -1.77], [-3.17, -4.85, 0.80], [0.83, 1.42, -1.01], [2.16, 4.31, -3.90], [5.98, 0.35, 1.99], [-6.74, -5.62, 3.02], [0.99, 6.51, -1.72], [-5.44, -0.26, 5.11], [-0.77, 0.65, 3.52], [6.70, 0.20, -0.25], [-2.92, -2.83, -0.37], [-8.59, 4.04, -1.50], [5.76, -0.32, 1.16], [0.55, 1.62, 4.20], [2.21, 3.78, -5.30], [9.21, -2.99, -1.09], [6.61, -5.64, 1.78], [-4.72, -0.41, 2.87], [0.51, 6.65, -2.58], [-5.66, -0.93, 4.28], [0.93, 3.82, -5.65], [-0.89, 4.26, -2.63], [-2.68, 1.02, 0.73], [0.87, 5.19, 0.29], [10.45, -2.88, -2.35], [9.74, -4.05, 0.23], [0.04, 1.28, 0.09], [1.81, 0.12, -1.41], [4.22, 2.08, -3.77], [1.64, -0.92, -0.87], [-5.21, -2.57, 4.76], [1.96, 3.01, -2.92], [4.15, -4.58, 2.93], [-0.25, 4.02, -1.68], [-0.24, -1.02, 3.25], [-4.01, 1.56, -0.31], [-6.70, 2.69, -1.06], [-1.05, 1.09, 2.56], [0.55, 5.29, -1.02], [9.04, -1.99, -0.68], [4.20, -1.15, -2.91], [-7.39, -0.83, 3.94], [-4.38, 0.35, -1.54], [-3.38, -3.21, 2.48], [3.14, 4.92, -3.63], [-6.85, 5.60, -1.20], [4.02, -0.22, 0.82], [-3.60, 3.11, -1.06], [-2.67, -3.90, 1.01], [-6.28, -5.25, 0.17], [0.66, 2.96, -6.09], [-4.89, 1.71, 0.32]]
}

{
  "formula": "C18H16BrN2O8P2Pd",
  "method": "the ωB97M-V functional and the def2-TZVPD basis",
  "multiplicity": 1,
  "lumo_ev": [2.286, 2.286],
  "e_homo_ev": [-5.0, -5.0],
  "homo_lumo_gap_ev": [7.324, 7.324],
  "total_charge": -1,
  "energy_ha": -4791.929602,
  "e_above_lowest_ev": 1.017,
  "symbols": ["O", "P", "C", "C", "C", "H", "C", "O", "H", "H", "C", "H", "P", "H", "C", "C", "H", "C", "C", "H", "C", "Pd", "H", "C", "C", "H", "H", "C", "H", "C", "C", "O", "H", "C", "H", "N", "C", "O", "H", "C", "H", "H", "O", "O", "O", "N", "O", "Br"],
  "coordinates": [[-2.16, 3.08, 1.33], [-0.68, 3.52, 0.68], [3.52, -1.76, 3.31], [-4.88, -1.89, -0.30], [3.06, 1.80, -3.07], [1.25, 1.15, -4.04], [3.83, 1.72, -1.92], [-0.12, 4.59, 1.52], [-4.29, -2.69, 1.62], [3.53, -1.59, 4.38], [1.87, 1.10, -3.14], [3.40, 2.41, -3.90], [-3.09, 2.00, 0.60], [-6.39, -2.46, 0.69], [-3.07, -1.05, -1.56], [1.67, -0.51, 0.26], [-1.89, -2.16, 1.24], [1.44, 0.35, -2.07], [4.37, -2.71, 2.75], [5.02, -3.29, 3.39], [-4.41, -1.31, -1.47], [-1.05, 0.46, 0.04], [4.02, 0.89, 0.05], [2.20, 0.26, -0.91], [3.41, 0.94, -0.84], [-4.60, 3.34, 1.31], [-1.64, 3.40, -1.21], [-3.97, -2.22, 0.69], [2.00, -0.28, 2.92], [4.37, -2.91, 1.38], [3.53, -2.16, 0.57], [-1.11, 4.09, -0.75], [0.52, -0.23, -2.13], [2.66, -1.23, 1.12], [-5.09, -1.08, -2.28], [0.44, -0.62, 0.52], [2.66, -1.03, 2.50], [-3.22, 0.75, 1.41], [4.76, 2.28, -1.85], [-2.64, -1.92, 0.50], [3.54, -2.30, -0.51], [5.02, -3.66, 0.94], [-2.62, 1.79, -0.82], [-6.20, -2.16, -0.20], [0.09, 2.22, 0.49], [-2.17, -1.32, -0.60], [-4.51, 2.78, 0.53], [-2.36, -0.38, -3.18]]
}

{
  "formula": "C18H16FN5O",
  "method": "the ωB97M-V functional and the def2-TZVPD basis",
  "multiplicity": 1,
  "lumo_ev": -0.692,
  "e_homo_ev": -9.0,
  "homo_lumo_gap_ev": 8.350,
  "smiles": "Cc1cc(C#N)c(F)cc1-c1c(C(=O)NC(C)C)nc2cccnn12",
  "energy_ha": -1144.331519,
  "symbols": ["C", "C", "H", "C", "C", "C", "C", "H", "H", "C", "C", "H", "N", "H", "H", "H", "F", "H", "H", "C", "C", "H", "N", "C", "O", "C", "C", "H", "N", "C", "H", "N", "C", "C", "H", "C", "C", "H", "N", "H", "H"],
  "coordinates": [[-0.56, 0.11, 0.99], [-0.77, 3.86, 0.36], [5.31, -1.09, -1.93], [-1.91, 3.93, -0.44], [3.39, -2.42, -2.66], [-2.15, 1.56, -0.38], [-0.58, -1.86, 2.04], [4.44, -1.18, -0.37], [-3.87, -1.25, 3.74], [1.55, -0.28, -0.40], [-0.99, 1.44, 0.45], [4.44, 0.34, -1.19], [0.58, -1.80, 1.45], [1.65, -2.23, -0.99], [-3.40, 0.49, -1.73], [-3.39, -0.11, -0.04], [-0.01, 4.95, 0.59], [-2.11, -0.57, -1.20], [-0.57, -3.81, 2.96], [-1.16, -2.94, 2.83], [4.46, -0.75, -1.37], [-3.36, 2.83, -1.68], [2.07, -1.26, -1.11], [-2.95, -1.36, 3.26], [1.64, 0.81, -0.91], [-2.35, 5.20, -0.99], [3.13, -1.08, -1.99], [-2.48, -3.38, 4.29], [-2.76, 6.26, -1.22], [-2.77, 0.29, -0.84], [2.50, -2.73, -3.15], [-2.50, -0.38, 2.45], [-2.62, 2.78, -0.85], [-0.35, 2.62, 0.81], [4.19, -2.26, -3.38], [-2.34, -2.68, 3.50], [0.62, -0.54, 0.77], [2.93, -0.37, -2.82], [-1.36, -0.72, 1.75], [0.59, 2.71, 1.29], [3.84, -3.13, -1.87]]
}

{
  "formula": "C18H16FN5O3",
  "method": "the ωB97M-V functional and the def2-TZVPD basis",
  "multiplicity": 1,
  "lumo_ev": -0.659,
  "e_homo_ev": -9.1,
  "homo_lumo_gap_ev": 8.399,
  "smiles": "O=C(c1ccc([N+](=O)[O-])cc1)N1CCC(n2nnc3cc(F)ccc32)CC1",
  "energy_ha": -1294.802719,
  "symbols": ["C", "C", "C", "N", "H", "N", "C", "H", "H", "H", "C", "H", "C", "O", "N", "O", "O", "H", "H", "H", "N", "C", "H", "H", "C", "C", "H", "H", "H", "H", "C", "C", "C", "C", "C", "C", "H", "C", "C", "C", "H", "F", "N"],
  "coordinates": [[-1.32, -0.78, 0.61], [3.37, -1.02, -0.31], [0.59, 3.29, 1.22], [1.17, 2.35, 0.28], [-1.21, 2.46, 3.57], [0.98, 2.64, -1.02], [-1.58, 2.05, 0.96], [-0.02, 1.16, 3.79], [1.71, 2.49, 2.88], [0.63, 3.80, 3.29], [0.72, 2.90, 2.69], [3.06, -0.53, -2.38], [2.15, 0.86, -0.99], [-2.18, -3.41, -3.41], [-0.92, 1.22, 1.94], [-0.09, -0.76, 2.63], [-4.15, -2.83, -2.79], [0.58, -1.45, -0.10], [-1.52, 1.57, -0.02], [-3.35, -0.32, 1.13], [-2.95, -2.85, -2.67], [-0.39, 1.91, 3.09], [-1.02, 3.84, -0.12], [-0.37, -2.65, -2.06], [-0.72, -0.11, 1.81], [-1.01, -2.13, -1.36], [1.09, 4.25, 1.05], [-2.64, 2.18, 1.21], [-4.30, -1.54, -0.81], [2.26, 0.61, 2.44], [-0.48, -1.46, -0.27], [-0.90, 3.43, 0.89], [1.92, 1.21, 0.37], [-2.70, -0.81, 0.42], [-2.38, -2.14, -1.54], [2.89, -0.27, -1.35], [3.56, -1.36, 1.79], [2.43, 0.41, 1.40], [3.15, -0.70, 1.03], [-3.24, -1.50, -0.65], [-1.35, 4.12, 1.60], [4.10, -2.13, -0.58], [1.53, 1.78, -1.77]]
}